{
  "formula": "C5H5F3N2O",
  "method": "ωB97M-V/def2-TZVPD",
  "species": ["H", "N", "C", "C", "C", "N", "C", "O", "C", "F", "F", "F", "H", "H", "H", "H"],
  "positions_angstrom": [[-1.63384, -1.25889, 1.59721], [-0.98020, -1.08966, 0.85795], [-1.53802, -1.09044, -0.31336], [-0.92962, -0.73714, -1.55578], [0.28167, -0.25262, -1.74651], [1.23254, -0.17864, -0.69096], [1.19548, 0.33597, 0.46487], [2.10495, -0.11490, 1.33239], [0.44632, 1.56343, 1.01839], [0.06670, 2.45244, 0.02613], [-0.63362, 1.32374, 1.75580], [1.27173, 2.35587, 1.79473], [-2.65004, -1.33069, -0.38261], [-1.44747, -1.03131, -2.37244], [0.57077, -0.06189, -2.80291], [2.64264, -0.88527, 1.01710]],
  "homo_ev": -9.0156,
  "fmax_ev_per_a": 3.23,
  "lumo_ev": 0.17,
  "gap_ha": 0.33741,
  "de_lowest_kcal_mol": 35.9,
  "smiles": "[H]/N=C/C=C\\N=C(\\O)C(F)(F)F"
}

***

{
  "formula": "C4H6OS2",
  "method": "ωB97M-V/def2-TZVPD",
  "species": ["O", "C", "C", "S", "C", "C", "S", "H", "H", "H", "H", "H", "H"],
  "positions_angstrom": [[1.78412, -1.20110, 1.52381], [0.69464, -1.09617, 0.94161], [-0.06619, 0.18229, 0.91137], [-1.88789, -0.12249, 0.82883], [-1.41647, 0.41586, -0.86356], [0.00746, 0.84146, -0.52016], [1.35251, 0.39608, -1.61827], [0.18095, -1.82317, 0.23013], [0.27605, 0.93678, 1.65843], [-1.53948, -0.38178, -1.53209], [-2.10812, 1.23094, -1.26779], [0.05960, 1.89879, -0.42015], [2.10743, 1.30909, -1.04356]],
  "homo_ev": -9.2865,
  "fmax_ev_per_a": 3.32,
  "lumo_ev": 0.43,
  "gap_ha": 0.35710,
  "de_lowest_kcal_mol": 37.1,
  "smiles": "O=C[C@@H]1SC[C@@H]1S"
}

***

{
  "formula": "C3H6O4",
  "method": "ωB97M-V/def2-TZVPD",
  "species": ["C", "C", "O", "C", "O", "O", "H", "H", "H", "H", "H", "O", "H"],
  "positions_angstrom": [[1.70944, -0.12737, 1.66041], [0.95244, 0.06023, 0.50013], [0.89450, 0.86778, -0.49876], [-0.90106, 0.63911, -1.21918], [-0.94771, 1.37277, -2.17433], [-1.60442, 0.78217, -0.08966], [2.79372, -0.12639, 1.50657], [1.26947, 0.28621, 2.57091], [1.44968, -1.24503, 0.85788], [-0.58618, 0.21516, 0.83558], [-2.34072, -0.39221, -0.38632], [-1.70890, -0.93789, -1.56414], [-0.98027, -1.39455, -1.99909]],
  "homo_ev": -8.6568,
  "fmax_ev_per_a": 9.68,
  "lumo_ev": -0.75,
  "gap_ha": 0.29042,
  "de_lowest_kcal_mol": 235.6
}

***

{
  "formula": "C7H14NO",
  "method": "ωB97M-V/def2-TZVPD",
  "species": ["C", "C", "C", "C", "C", "C", "C", "N", "O", "H", "H", "H", "H", "H", "H", "H", "H", "H", "H", "H", "H", "H", "H"],
  "positions_angstrom": [[-1.37805, 2.22015, -1.08960], [0.94282, 1.33462, -0.28660], [1.34033, 0.14513, 0.51047], [-0.32556, 1.71359, -0.47220], [2.97805, -1.76638, 0.54840], [2.62829, -0.45641, -0.14982], [-2.90930, -0.33034, 0.22339], [-3.52837, -1.05834, -0.63258], [-3.05701, -0.53696, 1.48161], [-1.43032, 2.32543, -2.15181], [-2.19063, 2.78598, -0.59123], [1.71175, 2.13616, -0.26206], [1.67526, 0.48400, 1.48886], [3.98676, -1.82814, 0.53486], [2.62330, -2.72328, 0.12254], [2.65337, -1.77789, 1.57975], [3.37940, 0.28498, 0.04609], [2.60791, -0.48048, -1.23161], [-2.19171, 0.55137, -0.16252], [-4.30015, -1.63846, -0.43157], [0.53471, -0.68490, 0.52714], [-3.28836, -0.78718, -1.62185], [-2.46248, 0.08736, 2.02036]],
  "homo_ev": -12.7731,
  "fmax_ev_per_a": 3.41,
  "lumo_ev": -3.88,
  "charge": 1,
  "gap_ha": 0.32681,
  "de_lowest_kcal_mol": 90.1
}

***

{
  "formula": "C14H6N3O10PdSSe3Te",
  "method": "ωB97M-V/def2-TZVPD",
  "species": ["Pd", "Se", "Se", "Te", "Se", "O", "C", "O", "C", "C", "C", "C", "C", "C", "O", "N", "O", "O", "N", "O", "O", "H", "H", "O", "C", "N", "S", "O", "O", "C", "C", "C", "C", "C", "C", "H", "H", "H", "H"],
  "positions_angstrom": [[0.86936, 1.72318, -1.70140], [3.37958, 1.68625, -1.73152], [3.84459, 0.94412, -3.71136], [1.78580, 4.69085, -4.11070], [0.94077, 4.13818, -1.97718], [-2.91693, 1.38600, -3.17523], [-1.79957, 1.14385, -2.76464], [-0.94505, 2.09350, -2.48241], [-1.37855, -0.28145, -2.53540], [-2.34647, -1.19182, -2.16231], [-1.95839, -2.47153, -1.79950], [-0.63166, -2.84465, -1.73930], [0.30918, -1.91155, -2.11485], [-0.02225, -0.65232, -2.60069], [0.86313, 0.17135, -3.13322], [1.73660, -2.28253, -1.92992], [2.01080, -3.46542, -2.02305], [2.52457, -1.40631, -1.66050], [-2.97941, -3.45749, -1.40920], [-2.61641, -4.59984, -1.20913], [-4.12842, -3.07411, -1.32515], [-3.38212, -0.88587, -2.14540], [-0.33356, -3.81885, -1.38629], [0.09511, -1.71818, 1.40189], [0.18766, -0.51516, 1.54525], [0.15422, 0.41456, 0.53035], [0.40658, 1.88177, 1.11996], [1.74286, 2.35945, 0.77086], [-0.65725, 2.81034, 0.82007], [0.41954, 1.48391, 2.83026], [0.59607, 2.29210, 3.93782], [0.64686, 1.66005, 5.17269], [0.53873, 0.27052, 5.27463], [0.37738, -0.51812, 4.14330], [0.32105, 0.11651, 2.91605], [0.68389, 3.36620, 3.84853], [0.77804, 2.25086, 6.07019], [0.58728, -0.19273, 6.25171], [0.29640, -1.59561, 4.19480]],
  "homo_ev": [-5.9597, -5.9900],
  "multiplicity": 5,
  "fmax_ev_per_a": 1.87,
  "lumo_ev": [0.83, -0.75],
  "charge": -1,
  "gap_ha": [0.24965, 0.19261],
  "s2": 6.14,
  "de_lowest_kcal_mol": 0.0
}

***

{
  "formula": "C8H16O4PS",
  "method": "ωB97M-V/def2-TZVPD",
  "species": ["C", "C", "C", "C", "C", "O", "C", "C", "C", "O", "S", "O", "O", "P", "H", "H", "H", "H", "H", "H", "H", "H", "H", "H", "H", "H", "H", "H", "H", "H"],
  "positions_angstrom": [[-1.78954, 1.29210, -0.88806], [-1.52686, 0.47064, 0.35998], [-2.83939, 0.44483, 1.24963], [-0.29460, 1.08481, 1.16617], [-1.09349, -0.98629, 0.19087], [-1.39803, -1.83340, 1.03608], [-0.16165, -1.25311, -0.93460], [1.00317, -2.14372, -0.51859], [2.03592, -1.53850, 0.40362], [2.68255, -0.46086, -0.30499], [4.20148, -0.07550, 0.39107], [5.01526, -1.26527, 0.39247], [3.93854, 0.59914, 1.66702], [4.72746, 1.26197, -1.11964], [-2.15244, 2.15629, -0.49797], [-0.99145, 1.37019, -1.57668], [-2.69679, 0.83184, -1.46926], [-2.79764, 1.43591, 1.74337], [-2.63569, -0.38514, 1.79729], [-3.73072, 0.30692, 0.67965], [-0.28252, 2.13834, 1.26583], [0.63197, 1.00439, 0.68200], [-0.17952, 0.68521, 2.16786], [0.22873, -0.27813, -1.27874], [-0.82036, -1.64566, -1.70353], [0.41333, -3.03167, 0.02251], [1.53011, -2.27152, -1.46302], [2.93954, -2.20738, 0.49919], [1.50471, -1.22328, 1.22530], [3.70318, 1.93536, -0.62396]],
  "homo_ev": -2.9977,
  "fmax_ev_per_a": 4.47,
  "lumo_ev": 2.85,
  "charge": -1,
  "gap_ha": 0.21502,
  "de_lowest_kcal_mol": 28.3,
  "smiles": "CC(C)(C)C(=O)CCCO[S@](=O)([O-])=P"
}

***

{
  "formula": "C7H14O2",
  "method": "ωB97M-V/def2-TZVPD",
  "species": ["C", "C", "C", "C", "C", "C", "C", "O", "O", "H", "H", "H", "H", "H", "H", "H", "H", "H", "H", "H", "H", "H", "H"],
  "positions_angstrom": [[1.92953, 0.89462, 0.26837], [0.96225, 0.18091, -0.71787], [0.35989, -0.93402, -0.04910], [-1.20781, 0.12096, -0.37655], [0.18472, -2.03775, -0.92758], [-2.32815, -0.78690, 0.11881], [-1.21508, 1.43820, 0.38576], [3.28584, 0.69332, -0.13552], [1.78049, 0.59028, 1.64326], [2.40225, 1.14852, 2.12654], [3.42002, -0.26326, -0.19602], [1.80635, 1.98125, 0.15280], [1.15047, 0.31914, -1.77327], [0.21124, -1.01699, 1.02360], [-1.32215, 0.26837, -1.44807], [-0.59277, -2.75802, -0.72179], [0.72634, -2.17900, -1.85379], [-2.41311, -1.69260, -0.47568], [-2.19769, -1.05378, 1.16999], [-3.27244, -0.23751, 0.04094], [-0.78872, 1.31535, 1.38214], [-0.63709, 2.21072, -0.11900], [-2.24438, 1.79822, 0.48202]],
  "homo_ev": [-6.6751, -7.2209],
  "fmax_ev_per_a": 4.89,
  "lumo_ev": [0.12, 0.56],
  "gap_ha": [0.24954, 0.28588],
  "de_lowest_kcal_mol": 128.3
}